The following is a DFT calculation (ωB97M-V/def2-TZVPD) of C11H23BiF5NO3P2Te as an isolated structure in a non-equilibrium geometry.

Atoms and positions in Å:
Bi: 0.960 0.484 -0.048
P: 0.781 -1.512 -1.829
C: -0.962 -1.735 -1.839
C: -1.764 -1.457 -0.698
N: -1.264 -0.605 0.280
C: -1.970 -0.396 1.410
C: -3.204 -1.000 1.624
C: -3.750 -1.819 0.643
C: -3.048 -2.041 -0.527
C: -1.391 0.473 2.519
P: -0.154 1.703 1.951
H: -3.432 -2.682 -1.322
H: -3.707 -0.833 2.576
H: -4.718 -2.291 0.797
H: -2.185 1.044 3.026
H: -0.882 -0.129 3.292
H: -2.024 0.026 -3.102
H: -1.435 -2.315 -2.636
H: -1.145 2.029 -2.666
O: -2.047 0.933 -3.469
H: -2.766 0.931 -4.120
H: 1.724 1.427 -1.370
O: -0.455 2.554 -2.179
H: -0.886 3.417 -2.032
C: -1.147 3.088 1.321
H: -1.736 3.506 2.149
H: -0.481 3.866 0.915
H: -1.832 2.739 0.532
C: 0.908 2.227 3.302
H: 1.592 3.002 2.935
H: 0.304 2.635 4.124
H: 1.511 1.384 3.657
C: 1.732 -2.969 -1.363
H: 1.628 -3.727 -2.152
H: 2.788 -2.707 -1.223
H: 1.355 -3.374 -0.416
C: 1.399 -0.869 -3.404
H: 2.497 -0.793 -3.359
H: 1.106 -1.574 -4.195
H: 0.967 0.123 -3.603
F: 3.330 1.386 0.981
Te: 3.894 -0.439 1.523
F: 3.469 0.044 3.331
F: 4.385 -2.205 2.013
F: 4.241 -0.820 -0.345
F: 5.705 0.212 1.754
O: 2.113 -0.937 1.242

Atoms 1-6, force components in eV/Å:
Bi 0.1 -1.7 -1.0
P -1.7 -0.3 -0.4
C 0.6 0.1 0.0
C 0.6 0.3 0.6
N -0.5 -0.4 -0.1
C -0.8 -0.4 0.0

lowest unoccupied orbital energy (alpha / beta): -9.017 / -9.238 eV
HOMO level (alpha / beta): -13.83 / -13.46 eV
total charge: +2
electronic energy: -64692.720 eV
gap between HOMO and LUMO (alpha / beta): 4.815 / 4.219 eV

These are the Löwdin partial charges, in e, on atoms 1 to 6: Bi 1.547; P 0.779; C -0.288; C -0.352; N -0.049; C -0.331

---

The following is a DFT calculation (ωB97M-V/def2-TZVPD) of a 4-piece molecular cluster, C3H13NO4 overall in a non-equilibrium geometry.

Atoms and positions in Å:
C: 0.870 -1.262 -0.542
C: 0.921 -0.225 -1.563
N: 0.334 -0.794 -2.803
C: 0.029 0.820 -0.901
O: -1.028 0.484 -0.360
H: 1.413 -2.233 -0.882
H: -0.163 -1.393 -0.062
H: 1.336 -0.894 0.379
H: 1.879 0.154 -1.771
H: -0.097 0.037 -3.350
H: -0.517 -1.223 -2.638
H: 0.271 1.793 -1.080
O: -2.358 -1.200 1.716
H: -2.725 -1.962 1.405
H: -1.931 -0.701 1.031
O: 1.827 1.105 1.426
H: 1.417 1.860 1.783
H: 2.461 0.839 2.162
O: -1.172 1.827 2.236
H: -0.806 1.530 1.337
H: -1.963 1.439 2.478

Atoms 1-6, force components in eV/Å:
C 1.0 -3.4 2.6
C -2.7 -0.5 0.0
N 0.6 4.1 -2.0
C -2.3 -3.4 -0.6
O 1.4 1.4 -0.5
H -1.2 1.5 0.7

SMILES: C[C@@H](N)C=O.O.O.O
lowest unoccupied orbital energy: 0.263 eV
HOMO level: -9.96 eV
electronic energy: -13000.128 eV
gap between HOMO and LUMO: 10.218 eV

These are the Löwdin partial charges, in e, on atoms 1 to 6: C -0.103; C -0.418; N 0.058; C -0.165; O -0.007; H 0.125

---

The following is a DFT calculation (ωB97M-V/def2-TZVPD) of an isolated molecule of C5H8O2.

Atoms and positions in Å:
C: 0.200 -1.834 -0.487
C: 0.143 -0.554 -0.853
O: 0.497 -0.107 -2.095
C: -0.241 0.612 0.005
O: -0.714 1.715 -0.706
C: 0.551 0.880 1.264
C: -0.880 0.418 1.337
H: -0.089 -2.144 0.508
H: 0.542 -2.612 -1.164
H: 0.759 -0.865 -2.632
H: -0.127 1.823 -1.467
H: 0.747 1.924 1.488
H: 1.335 0.177 1.533
H: -1.093 -0.592 1.673
H: -1.631 1.158 1.596

Atoms 1-6, force components in eV/Å:
C 0.0 0.1 0.0
C -0.1 -0.2 0.3
O 0.1 -0.2 -0.1
C 0.0 -0.3 0.1
O 0.1 0.1 -0.2
C 0.2 0.1 0.1

SMILES: C=C(O)C1(O)CC1
lowest unoccupied orbital energy: 0.736 eV
HOMO level: -8.82 eV
electronic energy: -9408.066 eV
gap between HOMO and LUMO: 9.553 eV

These are the Löwdin partial charges, in e, on atoms 1 to 6: C 0.065; C -0.323; O 0.045; C -0.473; O 0.032; C -0.047